(1)
Here is the molecule C12H24F3O2P at a distorted geometry from OMol25. Energies are from the ωB97M-V functional and the def2-TZVPD basis.

Values from the calculation:
Maximum force (eV/Å): 6.17
Highest occupied orbital energy (eV): -8.627
Spin multiplicity: 1
LUMO level (Ha): -0.004
Kohn-Sham gap (eV): 8.5

Atoms and positions in Å:
C -3.758462 -0.263268 -1.060647
C -2.567383 0.562935 -1.873911
C -2.139345 1.895849 -1.034760
C -0.525779 2.189332 -0.934171
P 0.522760 0.600463 -0.512956
C 2.145860 0.743573 0.467354
C 3.082840 -0.604609 0.543939
C 2.329930 -1.972269 1.022215
O 1.491881 -2.629185 0.011101
C 1.833798 -4.055059 -0.112032
C -0.544110 0.172651 1.006871
C -0.645716 1.591502 2.081559
C -1.218730 1.243326 3.673781
O -2.079193 2.024911 2.501373
C 1.396588 0.794041 -2.237860
F 0.420342 0.631976 -3.384754
F 2.370611 -0.332596 -2.508272
F 2.192146 2.032803 -2.365769
H -3.807501 -0.008574 0.084113
H -4.840939 -0.014231 -1.492001
H -3.599409 -1.423926 -1.145880
H -3.079535 0.920548 -2.889735
H -1.698085 -0.151765 -2.186378
H -2.594271 2.826390 -1.629866
H -2.706962 1.867980 -0.014545
H -0.270789 3.094088 -0.195912
H -0.243168 2.643860 -2.002245
H 0.087700 -0.703229 -1.044232
H 2.870757 1.592716 0.039611
H 2.013102 1.065962 1.611145
H 3.759179 -0.775515 -0.425214
H 3.885463 -0.367846 1.398444
H 1.797612 -1.750278 2.045529
H 3.196001 -2.751904 1.285347
H 0.873137 -4.627483 -0.528842
H 2.664648 -4.184235 -0.930984
H 2.083713 -4.588624 0.913280
H -0.049794 -0.679749 1.629974
H -1.645048 -0.149007 0.786264
H 0.258293 2.459070 1.964495
H -0.978450 0.098827 3.425774
H -2.283695 0.980547 4.018793

Forces on atoms 1 to 2 (eV/Å):
-0.4 -0.3 -0.1
-1.4 0.1 -0.5

(2)
Here is a cluster of 2 separate species, C25H46Br3N2O2S in total from OMol25. Energies are from the ωB97M-V functional and the def2-TZVPD basis.

Values from the calculation:
Maximum force (eV/Å): 0.50
Highest occupied orbital energy (eV): -12.122
Spin multiplicity: 1
LUMO level (Ha): -0.139
Kohn-Sham gap (eV): 8.3
Total charge: +1

Atoms and positions in Å:
C 10.221615 -2.913349 0.305807
C 9.048879 -3.082478 -0.661155
C 7.966522 -2.005385 -0.546461
C 8.487459 -0.570812 -0.484570
C 7.386128 0.458146 -0.224999
C 6.217892 0.394232 -1.221905
C 5.591681 1.759206 -1.514353
C 4.842183 2.359517 -0.324645
C 3.484100 1.710200 -0.068814
C 2.805903 2.210724 1.205876
C 1.763233 1.253611 1.776979
C 0.659727 0.882618 0.789672
C -0.432998 0.029418 1.433578
C -1.721315 -0.126623 0.609904
C -1.450054 -0.344785 -0.873294
N -2.651278 -0.171206 -1.710481
C -2.898724 0.956863 -2.359394
N -4.041693 0.815919 -3.020718
Br -4.789537 2.113785 -4.079920
C -4.538552 -0.442506 -2.796967
C -3.671880 -1.068225 -1.970812
C -3.735434 -2.459844 -1.433185
Br -4.565129 -3.593976 -2.781046
C -4.462272 -2.660322 -0.070760
C -3.581201 -3.366294 0.952620
Br -5.187065 -0.997289 0.619628
H 10.949190 -2.190664 -0.064243
H 9.875497 -2.543163 1.275910
H 10.727125 -3.861599 0.483823
H 8.586397 -4.057097 -0.482493
H 9.414657 -3.102475 -1.691715
H 7.301202 -2.103262 -1.410731
H 7.352406 -2.195052 0.343217
H 9.203619 -0.504018 0.339186
H 9.018563 -0.319558 -1.409000
H 7.021044 0.293770 0.794514
H 7.814259 1.464964 -0.261558
H 5.451965 -0.288027 -0.840610
H 6.579850 -0.026605 -2.165621
H 6.396712 2.435302 -1.818142
H 4.908911 1.681856 -2.367291
H 5.456870 2.274134 0.576139
H 4.678505 3.426836 -0.505728
H 3.591246 0.619833 -0.021446
H 2.842700 1.916538 -0.934029
H 2.317055 3.172336 1.008908
H 3.563702 2.405450 1.968665
H 2.260487 0.341790 2.128575
H 1.297088 1.711661 2.655076
H 1.103332 0.340703 -0.051365
H 0.214101 1.812124 0.409976
H -0.714127 0.481832 2.387859
H -0.032644 -0.961190 1.670087
H -2.362023 0.753416 0.722449
H -2.284317 -0.976397 0.995966
H -0.735254 0.390987 -1.236668
H -1.047304 -1.333129 -1.100358
H -2.273521 1.835927 -2.348843
H -5.453483 -0.794266 -3.241987
H -2.724104 -2.855773 -1.345434
H -5.333891 -3.283439 -0.248985
H -3.569590 -4.433904 0.720104
H -3.955929 -3.226056 1.963024
H -2.546684 -3.022053 0.918887
C -10.024408 0.733717 1.557368
C -9.800103 1.591401 0.303861
C -8.900909 2.765294 0.709607
S -7.899398 2.171458 2.084237
O -8.243224 2.916639 3.264394
O -6.515762 2.064505 1.683350
C -8.648775 0.547225 2.188152
H -10.482672 -0.224140 1.317440
H -10.683559 1.254570 2.254080
H -9.305236 0.992040 -0.463735
H -10.739539 1.948782 -0.113926
H -8.229907 3.094757 -0.079303
H -9.472658 3.611888 1.083865
H -8.667346 0.247432 3.233143
H -8.028311 -0.138416 1.610791

Forces on atoms 1 to 2 (eV/Å):
-0.2 0.1 0.1
0.0 0.0 0.0

(3)
Here is a cluster of 3 separate species, C3H12O3 in total at a distorted geometry from OMol25. Energies are from the ωB97M-V functional and the def2-TZVPD basis.

Values from the calculation:
Energy relative to the best compared isomer or geometry (same formula, charge and spin) (kcal/mol): 21.0
Maximum force (eV/Å): 3.15
Highest occupied orbital energy (eV): -10.693
Spin multiplicity: 1
LUMO level (Ha): 0.020
Kohn-Sham gap (eV): 11.2

Atoms and positions in Å:
C -0.612064 0.581584 -0.957587
C -0.278461 0.066802 0.481944
C -0.470983 -1.460945 0.675876
O 1.126464 0.399851 0.757448
H -1.571286 1.212187 -1.050315
H 0.333820 1.142715 -1.270832
H -0.653206 -0.355153 -1.639088
H -0.787155 0.505526 1.316599
H -1.563939 -1.588130 0.855274
H -0.185859 -1.999316 -0.254208
H 0.064309 -1.866406 1.553806
H 1.331716 1.321516 0.468652
O -3.552058 -0.066831 -0.359874
H -4.027851 -0.867709 -0.211583
H -2.855704 -0.442724 -0.989113
O 3.870276 0.511618 -0.378684
H 3.618336 0.814762 0.496095
H 2.908405 0.240982 -0.627815

Forces on atoms 1 to 2 (eV/Å):
0.2 -0.5 -0.3
1.3 -0.3 -0.1

(4)
Here is a structure of composition C24H62O21S6 at a distorted geometry from OMol25. Energies are from the ωB97M-V functional and the def2-TZVPD basis.

Values from the calculation:
Energy relative to the best compared isomer or geometry (same formula, charge and spin) (kcal/mol): 1768.4
Maximum force (eV/Å): 19.61
Highest occupied orbital energy (eV): -7.468
Spin multiplicity: 1
LUMO level (Ha): -0.004
Kohn-Sham gap (eV): 7.4

Atoms and positions in Å:
O 9.325950 -6.825320 23.458970
S 8.093840 -6.874680 24.302920
O 7.041220 -7.835900 24.172750
O 8.734190 -7.078190 25.832900
C 7.944090 -6.987860 26.992430
C 8.723010 -7.392400 28.283960
C 7.449910 -5.191130 24.294230
H 7.180780 -7.765850 27.006180
H 7.576720 -5.978310 27.176710
H 9.059660 -8.419900 28.146130
H 8.070060 -7.473720 29.152940
H 9.529870 -6.719970 28.575370
H 6.656650 -5.163700 25.041270
H 6.940240 -4.994080 23.351090
H 8.296880 -4.536250 24.498870
O 7.546630 -1.606150 28.212520
S 6.162410 -1.191960 28.153590
O 5.100790 -2.204160 28.071940
O 5.914690 -0.327500 29.532820
C 5.678640 -1.106900 30.682340
C 6.934350 -1.826860 31.081170
C 5.951180 0.150320 26.979240
H 4.876370 -1.824790 30.511790
H 5.332180 -0.346540 31.382290
H 7.877990 -1.317090 30.886790
H 7.166130 -2.687950 30.454360
H 6.919220 -2.063770 32.145010
H 4.928760 0.491890 27.140720
H 6.019830 -0.314620 25.995770
H 6.713630 0.888600 27.227690
O 6.850320 -11.445550 27.234030
S 6.696310 -10.022820 27.586910
O 6.555820 -8.978600 26.567950
O 5.512670 -9.833570 28.750250
C 5.320660 -8.531390 29.278500
C 3.862320 -8.103670 29.289890
C 8.197280 -9.602270 28.606520
H 5.891490 -7.804050 28.701230
H 5.785820 -8.587910 30.262640
H 3.646660 -7.202870 29.864490
H 3.138830 -8.825900 29.668100
H 3.485910 -7.777010 28.320500
H 9.062410 -9.600060 27.943460
H 8.242480 -10.325470 29.420790
H 8.154580 -8.639290 29.115390
O 4.789180 -3.535150 25.643460
S 4.801620 -4.603620 24.691080
O 5.872020 -4.607250 23.648120
O 4.706080 -6.119240 25.416810
C 4.974310 -7.278600 24.604960
C 4.853020 -8.422030 25.634270
C 3.101400 -4.486810 23.840950
H 5.962490 -7.228120 24.147710
H 4.273280 -7.426510 23.783510
H 5.478130 -8.198610 26.498790
H 5.127840 -9.391400 25.218470
H 3.844150 -8.493770 26.040620
H 3.041190 -5.347930 23.175410
H 3.151980 -3.567780 23.257060
H 2.231910 -4.601360 24.488240
O 8.786260 0.496290 25.073180
S 8.944680 -0.701390 24.221580
O 10.178370 -1.074870 23.518820
O 8.458390 -2.019060 25.075770
C 7.243690 -1.950810 25.716800
C 6.953490 -3.355410 26.276680
C 7.674600 -0.570710 22.969680
H 6.469130 -1.644210 25.013840
H 7.329960 -1.139250 26.439320
H 7.712410 -3.831060 26.897880
H 6.750390 -4.046900 25.458940
H 6.027330 -3.395870 26.850000
H 6.667020 -0.674380 23.372340
H 7.854600 -1.408890 22.296520
H 7.741590 0.409860 22.498410
O 7.703830 -5.591280 28.933200
S 7.562510 -4.511090 27.970730
O 8.723210 -3.998990 27.256690
O 6.327110 -4.802670 26.913830
C 5.162690 -5.363940 27.400660
C 5.350980 -6.896150 27.373850
C 6.878810 -3.101530 28.976030
H 4.293940 -5.050020 26.822020
H 4.854120 -5.038340 28.394070
H 5.796870 -7.280250 28.291320
H 5.820980 -7.313290 26.483240
H 4.396190 -7.406740 27.248200
H 7.635270 -2.886620 29.730800
H 5.901750 -3.254430 29.434390
H 6.745810 -2.269100 28.285040
C 5.715230 -5.040660 30.947980
O 4.583370 -4.623190 30.235570
C 3.352960 -5.333570 30.543710
C 2.233300 -4.868430 29.607210
O 2.055860 -5.621730 28.429290
C 3.154100 -5.482480 27.490000
C 2.732100 -6.219570 26.149580
O 2.652860 -7.672250 26.167420
C 1.984970 -8.247140 27.320080
H 5.424820 -5.224290 31.982410
H 6.580470 -4.378680 30.912810
H 6.132210 -5.997290 30.633170
H 3.033640 -5.065690 31.550870
H 3.361540 -6.423460 30.556420
H 2.273390 -3.802860 29.381270
H 1.314830 -5.101690 30.145820
H 4.036080 -5.975890 27.898370
H 3.463080 -4.457510 27.284840
H 3.472780 -5.995670 25.381890
H 1.825260 -5.715320 25.815710
H 2.401260 -8.062880 28.310450
H 1.999720 -9.328590 27.184620
H 0.954570 -7.905870 27.419690

Forces on atoms 1 to 2 (eV/Å):
-3.2 -0.9 1.6
6.3 2.3 0.5